Model one:
Below is a cluster of 2 separate species, C10H16 in total, with properties calculated with ωB97M-V/def2-TZVPD.

Each atom is followed by the atoms it is bonded to, with distances in Å.
CARTESIAN COORDINATES (ANGSTROEM)
1 C -0.283 1.565 2.555  C3 1.554, H10 1.149, H11 1.089, H15 1.140
2 C -0.778 1.221 0.014  C3 1.410, C4 1.447, H8 1.051
3 C -1.117 1.011 1.367  C1 1.554, C2 1.410, C6 1.416
4 C -1.601 0.537 -0.959  C2 1.447, C5 1.392, H9 1.017
5 C -2.643 -0.274 -0.517  C4 1.392, C7 1.340, H12 1.044
6 C -2.268 0.291 1.770  C3 1.416, C7 1.396, H13 1.065
7 C -2.872 -0.493 0.785  C5 1.340, C6 1.396, H14 1.119
8 H 0.078 1.707 -0.353  C2 1.051
9 H -1.556 0.651 -1.969  C4 1.017
10 H -0.018 0.691 3.252  C1 1.149
11 H -0.918 2.171 3.199  C1 1.089
12 H -3.178 -0.796 -1.246  C5 1.044
13 H -2.660 0.489 2.740  C6 1.065
14 H -3.724 -0.994 1.310  C7 1.119
15 H 0.729 2.061 2.378  C1 1.140
16 C 1.737 -0.730 -0.929  C17 1.576, C18 1.472, H19 1.130, H20 1.188
17 C 2.226 0.254 -2.059  C16 1.576, H21 1.090, H24 1.117, H25 1.118
18 C 2.169 -2.137 -0.960  C16 1.472, H22 1.066, H23 1.121, H26 1.057
19 H 2.052 -0.229 0.033  C16 1.130
20 H 0.563 -0.609 -0.790  C16 1.188
21 H 3.067 -0.299 -2.479  C17 1.090
22 H 2.359 -2.549 -1.925  C18 1.066
23 H 3.079 -2.451 -0.385  C18 1.121
24 H 2.700 1.117 -1.532  C17 1.117
25 H 1.450 0.473 -2.833  C17 1.118
26 H 1.406 -2.677 -0.467  C18 1.057

The HOMO energy comes out at -8.92 eV. The calculation puts the LUMO energy at 1.0 eV. Its SMILES is Cc1ccccc1.CCC. As for the charge: 0.

Population analysis type Löwdin, resulting atomic charges in e: atom 1 (C): -0.070, atom 2 (C): -0.036, atom 3 (C): -0.256, atom 4 (C): -0.067, atom 5 (C): -0.116, atom 6 (C): -0.056, atom 7 (C): -0.105, atom 8 (H): 0.085, atom 9 (H): 0.069, atom 10 (H): 0.091, atom 11 (H): 0.059, atom 12 (H): 0.087, atom 13 (H): 0.103, atom 14 (H): 0.120, atom 15 (H): 0.088, atom 16 (C): -0.339, atom 17 (C): -0.109, atom 18 (C): -0.149, atom 19 (H): 0.104, atom 20 (H): 0.099, atom 21 (H): 0.052, atom 22 (H): 0.060, atom 23 (H): 0.089, atom 24 (H): 0.070, atom 25 (H): 0.074, atom 26 (H): 0.053

***

Model two:
Below is a cluster of 2 separate species, C10H16 in total, with properties calculated with ωB97M-V/def2-TZVPD.

Each atom is followed by the atoms it is bonded to, with distances in Å.
CARTESIAN COORDINATES (ANGSTROEM)
1 C -0.119 -0.033 -0.347  C2 1.542, C3 1.524, H9 1.088, H10 1.087
2 C -1.163 -1.040 -0.870  C1 1.542, H11 1.092, H17 1.086, H18 1.091
3 C -0.761 1.106 0.437  C1 1.524, C4 1.400, C5 1.382
4 C -0.434 1.297 1.785  C3 1.400, C6 1.387, H12 1.083
5 C -1.675 1.954 -0.159  C3 1.382, C7 1.407, H13 1.090
6 C -1.113 2.234 2.549  C4 1.387, C8 1.395, H14 1.082
7 C -2.200 3.047 0.554  C5 1.407, C8 1.387, H15 1.083
8 C -1.938 3.161 1.911  C6 1.395, C7 1.387, H16 1.080
9 H 0.558 -0.566 0.318  C1 1.088
10 H 0.473 0.458 -1.116  C1 1.087
11 H -2.179 -0.685 -0.684  C2 1.092
12 H 0.327 0.674 2.239  C4 1.083
13 H -2.005 1.878 -1.196  C5 1.090
14 H -1.109 2.251 3.631  C6 1.082
15 H -2.672 3.841 -0.011  C7 1.083
16 H -2.407 3.958 2.467  C8 1.080
17 H -1.045 -2.023 -0.424  C2 1.086
18 H -1.109 -1.138 -1.955  C2 1.091
19 C 2.369 -2.326 -1.847  C20 1.535, H21 1.087, H22 1.095, H23 1.090
20 C 2.800 -2.751 -0.437  C19 1.535, H24 1.093, H25 1.093, H26 1.092
21 H 3.200 -2.285 -2.546  C19 1.087
22 H 1.613 -3.048 -2.170  C19 1.095
23 H 1.830 -1.379 -1.882  C19 1.090
24 H 3.046 -3.816 -0.453  C20 1.093
25 H 3.697 -2.233 -0.087  C20 1.093
26 H 2.017 -2.536 0.293  C20 1.092

The HOMO energy comes out at -9.02 eV. The calculation puts the LUMO energy at 1.0 eV. Its SMILES is CCc1ccccc1.CC. As for the charge: 0.

Population analysis type Löwdin, resulting atomic charges in e: atom 1 (C): -0.205, atom 2 (C): -0.087, atom 3 (C): -0.247, atom 4 (C): -0.045, atom 5 (C): -0.056, atom 6 (C): -0.087, atom 7 (C): -0.086, atom 8 (C): -0.105, atom 9 (H): 0.084, atom 10 (H): 0.105, atom 11 (H): 0.069, atom 12 (H): 0.107, atom 13 (H): 0.117, atom 14 (H): 0.100, atom 15 (H): 0.099, atom 16 (H): 0.096, atom 17 (H): 0.066, atom 18 (H): 0.068, atom 19 (C): -0.162, atom 20 (C): -0.164, atom 21 (H): 0.061, atom 22 (H): 0.064, atom 23 (H): 0.037, atom 24 (H): 0.062, atom 25 (H): 0.060, atom 26 (H): 0.049

***

Verdict on stability: model two comes out on top.

***

Model one:
Below is a cluster of 2 separate species, C10H16 in total, with properties calculated with ωB97M-V/def2-TZVPD.

Each atom is followed by the atoms it is bonded to, with distances in Å.
CARTESIAN COORDINATES (ANGSTROEM)
1 C 2.308 1.312 0.202  C2 1.498, C3 1.531, H4 1.109, H5 1.090
2 C 2.425 0.146 1.135  C1 1.498, H6 1.104, H10 1.088, H11 1.090
3 C 2.882 1.220 -1.214  C1 1.531, H7 1.091, H8 1.092, H9 1.100
4 H 1.242 1.425 -0.085  C1 1.109
5 H 2.600 2.283 0.603  C1 1.090
6 H 3.498 0.079 1.381  C2 1.104
7 H 2.338 0.513 -1.842  C3 1.091
8 H 2.847 2.179 -1.736  C3 1.092
9 H 3.943 0.934 -1.267  C3 1.100
10 H 1.812 0.232 2.029  C2 1.088
11 H 2.236 -0.846 0.726  C2 1.090
12 C -2.382 0.844 1.602  C14 1.520, H21 1.093, H22 1.095, H26 1.082
13 C -1.134 0.182 -0.476  C14 1.377, C15 1.388, H19 1.081
14 C -2.090 -0.124 0.467  C12 1.520, C13 1.377, C17 1.402
15 C -0.764 -0.744 -1.441  C13 1.388, C16 1.388, H20 1.083
16 C -1.434 -1.958 -1.509  C15 1.388, C18 1.395, H23 1.086
17 C -2.628 -1.419 0.481  C14 1.402, C18 1.394, H24 1.086
18 C -2.378 -2.324 -0.550  C16 1.395, C17 1.394, H25 1.081
19 H -0.542 1.075 -0.336  C13 1.081
20 H -0.072 -0.470 -2.228  C15 1.083
21 H -2.448 0.302 2.549  C12 1.093
22 H -3.416 1.155 1.419  C12 1.095
23 H -1.011 -2.682 -2.199  C16 1.086
24 H -3.418 -1.606 1.202  C17 1.086
25 H -2.780 -3.323 -0.643  C18 1.081
26 H -1.634 1.615 1.731  C12 1.082

The HOMO energy comes out at -9.02 eV. The calculation puts the LUMO energy at 1.0 eV. Its SMILES is Cc1ccccc1.CCC. As for the charge: 0.

Population analysis type Löwdin, resulting atomic charges in e: atom 1 (C): -0.330, atom 2 (C): -0.120, atom 3 (C): -0.124, atom 4 (H): 0.060, atom 5 (H): 0.103, atom 6 (H): 0.075, atom 7 (H): 0.056, atom 8 (H): 0.068, atom 9 (H): 0.069, atom 10 (H): 0.069, atom 11 (H): 0.071, atom 12 (C): -0.046, atom 13 (C): -0.068, atom 14 (C): -0.279, atom 15 (C): -0.085, atom 16 (C): -0.106, atom 17 (C): -0.053, atom 18 (C): -0.079, atom 19 (H): 0.084, atom 20 (H): 0.097, atom 21 (H): 0.075, atom 22 (H): 0.084, atom 23 (H): 0.099, atom 24 (H): 0.109, atom 25 (H): 0.099, atom 26 (H): 0.072

***

Model two:
Below is a cluster of 2 separate species, C10H16 in total, with properties calculated with ωB97M-V/def2-TZVPD.

Each atom is followed by the atoms it is bonded to, with distances in Å.
CARTESIAN COORDINATES (ANGSTROEM)
1 C -2.313 -0.563 -1.535  C2 1.524, C3 1.498, H9 1.103, H10 1.091
2 C -3.663 -0.206 -0.927  C1 1.524, H11 1.083, H17 1.086, H18 1.083
3 C -1.115 0.169 -1.012  C1 1.498, C4 1.389, C5 1.393
4 C -1.068 0.658 0.287  C3 1.389, C6 1.385, H12 1.078
5 C -0.147 0.647 -1.893  C3 1.393, C7 1.393, H13 1.086
6 C -0.010 1.408 0.774  C4 1.385, C8 1.387, H14 1.085
7 C 0.911 1.409 -1.404  C5 1.393, C8 1.380, H15 1.074
8 C 1.007 1.800 -0.084  C6 1.387, C7 1.380, H16 1.075
9 H -2.297 -1.665 -1.576  C1 1.103
10 H -2.375 -0.457 -2.619  C1 1.091
11 H -3.874 0.842 -1.101  C2 1.083
12 H -1.877 0.390 0.947  C4 1.078
13 H -0.016 0.263 -2.899  C5 1.086
14 H -0.036 1.651 1.831  C6 1.085
15 H 1.722 1.663 -2.061  C7 1.074
16 H 1.875 2.364 0.208  C8 1.075
17 H -3.584 -0.373 0.143  C2 1.086
18 H -4.386 -0.881 -1.367  C2 1.083
19 C 2.822 -1.032 1.057  C20 1.535, H21 1.090, H22 1.092, H23 1.093
20 C 2.528 -1.272 2.545  C19 1.535, H24 1.082, H25 1.093, H26 1.084
21 H 3.841 -1.304 0.781  C19 1.090
22 H 2.080 -1.568 0.461  C19 1.092
23 H 2.671 0.001 0.731  C19 1.093
24 H 2.991 -2.207 2.830  C20 1.082
25 H 1.459 -1.327 2.766  C20 1.093
26 H 2.855 -0.411 3.118  C20 1.084

The HOMO energy comes out at -9.07 eV. The calculation puts the LUMO energy at 1.0 eV. Its SMILES is CCc1ccccc1.CC. As for the charge: 0.

Population analysis type Löwdin, resulting atomic charges in e: atom 1 (C): -0.230, atom 2 (C): -0.102, atom 3 (C): -0.227, atom 4 (C): -0.050, atom 5 (C): -0.039, atom 6 (C): -0.083, atom 7 (C): -0.096, atom 8 (C): -0.117, atom 9 (H): 0.115, atom 10 (H): 0.103, atom 11 (H): 0.080, atom 12 (H): 0.098, atom 13 (H): 0.112, atom 14 (H): 0.106, atom 15 (H): 0.098, atom 16 (H): 0.101, atom 17 (H): 0.058, atom 18 (H): 0.072, atom 19 (C): -0.164, atom 20 (C): -0.161, atom 21 (H): 0.062, atom 22 (H): 0.063, atom 23 (H): 0.032, atom 24 (H): 0.056, atom 25 (H): 0.058, atom 26 (H): 0.056

***

Verdict on stability: model two comes out on top.